Entry 1:
The following is a quantum chemistry calculation of a 2-piece molecular cluster, C26H45N3O5 overall at a distorted geometry, from OMol25.

The HOMO-LUMO gap is 7.32 eV. The calculation puts the total energy at -1557.9788 Ha. As for the total charge: 0. The value obtained for the highest occupied orbital energy is -7.9 eV.

Each line ends with the Löwdin charge.
Positions of all 79 atoms, in Å:
C (3.18303, -0.80497, -0.80945)  -0.0552
C (3.99875, -1.73633, 0.08736)  -0.3338
C (5.33425, -1.30406, 0.68671)  -0.0635
C (3.53982, -2.97320, 0.41202)  -0.0962
C (2.11931, -3.10182, 0.93833)  -0.1847
C (1.51577, -4.54165, 0.89544)  -0.1784
C (0.04493, -4.56591, 0.40306)  -0.3821
C (-0.37907, -6.04716, 0.34964)  -0.0724
C (-0.82118, -3.68182, 1.32319)  -0.1389
C (-2.33198, -3.75329, 1.08345)  -0.1037
N (-2.84925, -2.71779, 0.10634)  0.0300
C (-3.43498, -1.54243, 0.83249)  -0.1019
C (-2.23127, -0.74001, 1.32741)  -0.1810
C (-1.88898, -0.74060, 2.66759)  -0.0491
C (-0.77573, -0.05817, 3.12266)  -0.0828
C (0.02359, 0.62584, 2.22898)  -0.0815
C (-0.33518, 0.64400, 0.89528)  -0.0701
C (-1.44372, -0.03125, 0.41853)  -0.2218
C (-1.72181, 0.03738, -1.08245)  -0.0190
C (-3.82996, -3.34236, -0.64193)  -0.3547
N (-3.48739, -4.25414, -1.58203)  0.2104
N (-5.12070, -3.01329, -0.42538)  0.1345
C (-5.73457, -3.93778, 0.62523)  -0.7037
O (-5.81572, -3.45999, 1.77261)  -0.0082
O (-6.11334, -5.05175, 0.28002)  0.0249
H (2.38674, -0.31392, -0.22399)  0.0591
H (3.80330, -0.03383, -1.27900)  0.0749
H (2.69596, -1.38441, -1.60041)  0.0799
H (5.12553, -0.75900, 1.61420)  0.0834
H (5.88779, -2.21850, 0.93624)  0.0762
H (5.87510, -0.68434, -0.04393)  0.0692
H (4.16614, -3.86670, 0.34019)  0.1049
H (2.04941, -2.71163, 1.96421)  0.1201
H (1.43957, -2.45788, 0.35060)  0.0952
H (1.49693, -4.90851, 1.93488)  0.1158
H (2.13636, -5.18712, 0.26345)  0.1103
H (0.04902, -4.15468, -0.62366)  0.1417
H (-1.41921, -6.21126, 0.03731)  0.0550
H (0.23610, -6.58064, -0.38996)  0.0821
H (-0.17706, -6.52046, 1.32086)  0.0900
H (-0.41411, -2.66737, 1.29133)  0.0943
H (-0.64993, -4.04740, 2.35246)  0.1348
H (-2.82670, -3.55840, 2.04613)  0.1307
H (-2.67227, -4.75208, 0.79044)  0.1116
H (-4.09862, -1.84060, 1.65217)  0.1140
H (-3.99748, -0.92460, 0.13221)  0.1173
H (-2.50930, -1.29753, 3.36956)  0.1237
H (-0.55072, -0.12025, 4.18516)  0.1070
H (0.91948, 1.14046, 2.56929)  0.1071
H (0.30806, 1.19277, 0.20533)  0.0954
H (-2.77307, -0.21980, -1.24421)  0.0624
H (-1.51473, 1.03406, -1.48162)  0.0708
H (-1.10697, -0.73169, -1.57032)  0.0874
H (-2.88631, -5.01249, -1.29481)  0.1007
H (-3.80863, -4.19611, -2.53290)  0.1222
H (-5.66446, -2.98367, -1.28371)  0.1443
C (2.34297, 8.69155, -0.84728)  -0.1139
O (1.41617, 7.75939, -1.35970)  -0.2000
C (1.71557, 7.33137, -2.67799)  -0.1991
C (1.40557, 5.85796, -2.86283)  -0.1798
O (2.30787, 4.97728, -2.20545)  -0.1225
C (2.25294, 4.90109, -0.78691)  -0.1778
C (1.00075, 4.24985, -0.23392)  -0.2018
O (-0.11964, 5.11063, -0.35431)  -0.1955
C (-1.32289, 4.42222, -0.62016)  -0.1079
H (2.21041, 9.67112, -1.31895)  0.0881
H (2.17460, 8.78553, 0.22410)  0.0880
H (3.37379, 8.34995, -0.99825)  0.0871
H (2.76636, 7.51459, -2.92672)  0.1241
H (1.08777, 7.91375, -3.36559)  0.1276
H (1.51499, 5.63765, -3.92777)  0.1275
H (0.37205, 5.63787, -2.59381)  0.1159
H (2.42749, 5.87756, -0.33429)  0.1169
H (3.09983, 4.27034, -0.50356)  0.1276
H (1.14144, 4.03927, 0.83478)  0.1285
H (0.82594, 3.30350, -0.75900)  0.1101
H (-1.20070, 3.71352, -1.44781)  0.0791
H (-2.07053, 5.15910, -0.91140)  0.0897
H (-1.67328, 3.89504, 0.27426)  0.0891

Entry 2:
The following is a quantum chemistry calculation of a 3-piece molecular cluster, C26H45N5O4 overall at a distorted geometry, from OMol25.

The HOMO-LUMO gap is 7.72 eV. The calculation puts the total energy at -1592.2777 Ha. As for the total charge: 0. As for the SMILES: CCCOCc1cc2nc(CC=O)cnc2cc1ON=O.CCN(CC)CC.CCN(CC)CC. The value obtained for the highest occupied orbital energy is -8.1 eV.

Each line ends with the Löwdin charge.
Positions of all 80 atoms, in Å:
C (-2.52922, -3.17974, -0.41688)  -0.1021
C (-3.52153, -1.96829, -0.48990)  -0.2141
C (-2.72612, -0.66720, -0.16648)  -0.2333
O (-3.62015, 0.43375, -0.06230)  -0.1610
C (-3.75802, 1.12815, -1.30410)  -0.1374
C (-5.23071, 1.47449, -1.51790)  -0.0973
C (-6.18989, 0.80585, -0.83140)  0.0565
C (-7.57709, 1.10476, -0.97881)  -0.1842
N (-8.46799, 0.36503, -0.25374)  0.1967
C (-9.71249, 0.69432, -0.49297)  -0.2697
C (-10.81974, -0.08742, 0.21836)  -0.0857
C (-11.53296, -0.92255, -0.89160)  -0.2355
O (-10.85582, -1.71447, -1.50616)  0.0512
C (-10.09727, 1.72228, -1.41275)  -0.0739
N (-9.26818, 2.45724, -2.11091)  0.1461
C (-7.96978, 2.10609, -1.87642)  -0.2062
C (-6.95573, 2.79807, -2.60342)  0.0479
C (-5.64311, 2.50082, -2.43702)  -0.2054
O (-4.60477, 3.10888, -3.13085)  -0.0147
N (-4.97281, 4.34256, -3.68335)  -0.0179
O (-4.25104, 4.61924, -4.55634)  0.0920
H (-2.57713, -3.64304, 0.57859)  0.0704
H (-1.49501, -2.84957, -0.60268)  0.0603
H (-2.76806, -3.94546, -1.16728)  0.0670
H (-4.33757, -2.07992, 0.23854)  0.1068
H (-3.98163, -1.93855, -1.49075)  0.1053
H (-1.91182, -0.51143, -0.89356)  0.1162
H (-2.25300, -0.85141, 0.81306)  0.1264
H (-3.17733, 2.06253, -1.19735)  0.1372
H (-3.35504, 0.50181, -2.11424)  0.1352
H (-5.89087, 0.00699, -0.15597)  0.1239
H (-10.35456, -0.78356, 0.92925)  0.1212
H (-11.52310, 0.57919, 0.74032)  0.1117
H (-12.60689, -0.77401, -1.14479)  0.1230
H (-11.16947, 1.90738, -1.55113)  0.1231
H (-7.21091, 3.56671, -3.33381)  0.1191
C (1.65867, -1.96690, 1.80353)  -0.0859
C (2.86871, -2.29295, 0.93775)  -0.2677
N (2.58199, -2.29943, -0.48691)  -0.1942
C (3.63806, -2.90429, -1.28190)  -0.2495
C (5.00447, -2.21615, -1.28837)  -0.0866
C (2.00534, -1.08247, -1.03427)  -0.2466
C (2.78073, 0.22598, -0.84414)  -0.0775
H (0.81449, -2.62112, 1.57806)  0.0731
H (1.91820, -2.10260, 2.85492)  0.0728
H (1.33559, -0.93167, 1.67767)  0.0647
H (3.20781, -3.29231, 1.22548)  0.1192
H (3.68456, -1.59880, 1.19038)  0.0865
H (3.29000, -3.01425, -2.31302)  0.1120
H (3.78007, -3.93004, -0.92470)  0.1096
H (4.99176, -1.29979, -1.87805)  0.0565
H (5.74665, -2.87560, -1.74461)  0.0736
H (5.35480, -1.98009, -0.28176)  0.0522
H (1.00995, -0.95261, -0.59624)  0.0908
H (1.81153, -1.22168, -2.10140)  0.1146
H (3.13495, 0.35679, 0.18007)  0.0613
H (2.12884, 1.07339, -1.07048)  0.0734
H (3.63443, 0.29631, -1.51690)  0.0535
C (7.35325, 1.14463, -0.36425)  -0.0862
C (7.74070, 1.68062, 1.00600)  -0.2727
N (6.65238, 1.65663, 1.96775)  -0.1952
C (6.92203, 2.44063, 3.16248)  -0.2523
C (8.07683, 1.99711, 4.06594)  -0.0880
C (6.02437, 0.36456, 2.19432)  -0.2512
C (6.91789, -0.79403, 2.64897)  -0.0784
H (6.47104, 1.65582, -0.75390)  0.0783
H (8.17178, 1.30588, -1.06795)  0.0738
H (7.15098, 0.07194, -0.34043)  0.0548
H (8.05548, 2.71926, 0.87019)  0.1179
H (8.62187, 1.13057, 1.36836)  0.1011
H (6.00859, 2.50259, 3.76106)  0.1111
H (7.11954, 3.47038, 2.84584)  0.1088
H (7.82693, 1.10130, 4.63365)  0.0539
H (8.29395, 2.78226, 4.79393)  0.0701
H (8.99368, 1.81135, 3.50518)  0.0660
H (5.52471, 0.06125, 1.26771)  0.0768
H (5.20820, 0.47987, 2.91312)  0.1163
H (7.83217, -0.87235, 2.05843)  0.0689
H (6.37806, -1.73812, 2.53516)  0.0669
H (7.19074, -0.71144, 3.69999)  0.0545

Entry 3:
The following is a quantum chemistry calculation of C26H46N4NbOS as an isolated structure at a distorted geometry, from OMol25.

The HOMO-LUMO gap is 6.25 eV. The calculation puts the total energy at -1767.5390 Ha. As for the total charge: -1. The value obtained for the highest occupied orbital energy is -4.3 eV.

Each line ends with the Löwdin charge.
Positions of all 79 atoms, in Å:
C (4.33566, -2.11535, 2.49791)  -0.1958
C (4.50022, -3.23058, 1.48833)  -0.5780
S (3.03842, -4.26548, 1.54939)  0.7129
C (3.03460, -4.95330, -0.11734)  -0.7432
Nb (1.63893, -3.81828, -1.52398)  1.0969
O (0.33710, -3.16665, -0.13735)  -0.5001
C (0.33984, -1.89949, 0.48817)  -0.3353
C (-0.27392, -0.81201, -0.36158)  -0.3758
C (-1.71865, -1.17086, -0.65930)  -0.0652
C (-0.21310, 0.54040, 0.34247)  -0.1577
C (1.07798, 1.32573, 0.19121)  -0.4270
C (1.13941, 1.97561, -1.17969)  -0.0746
C (2.33721, 0.52941, 0.46125)  -0.0804
H (4.47054, -2.49618, 3.50197)  0.0653
H (3.31966, -1.75575, 2.41727)  0.0065
H (5.00299, -1.28416, 2.31913)  0.0716
H (5.37145, -3.82979, 1.71849)  0.0613
H (4.60877, -2.83275, 0.49012)  0.0566
H (2.82182, -6.01172, -0.06461)  -0.0349
H (4.04850, -4.87687, -0.48712)  -0.0322
H (0.64678, -5.36136, -1.79987)  -0.1599
H (0.67011, -2.95233, -2.83428)  -0.1515
H (2.66830, -2.27941, -1.42532)  -0.1276
H (2.73961, -4.32591, -2.89263)  -0.1865
H (1.34654, -1.66879, 0.81214)  0.0538
H (-0.27448, -1.95831, 1.38905)  0.1209
H (0.24442, -0.72608, -1.31281)  0.1134
H (-2.11672, -0.55489, -1.45489)  0.0674
H (-1.80625, -2.20831, -0.94211)  0.0637
H (-2.32651, -1.00409, 0.22521)  0.0805
H (-0.47940, 0.41976, 1.38935)  0.1202
H (-0.99820, 1.15213, -0.09185)  0.0945
H (1.06966, 2.13434, 0.91916)  0.1111
H (1.28774, 1.23361, -1.95245)  0.0803
H (0.20754, 2.48906, -1.38419)  0.0641
H (1.95187, 2.68899, -1.21817)  0.0698
H (2.53076, -0.18541, -0.32949)  0.0496
H (2.26340, -0.01950, 1.38896)  0.0429
H (3.18928, 1.19387, 0.54207)  0.0788
N (1.72228, -1.78573, 4.76122)  0.0215
C (1.15969, -2.20461, 5.93089)  -0.1412
C (0.89806, -1.09607, 6.69366)  -0.1232
C (1.32071, 0.03720, 5.94482)  -0.1191
C (1.82321, -0.42612, 4.75635)  -0.1420
H (2.00652, -2.39295, 4.00926)  0.1135
H (0.99125, -3.25022, 6.12017)  0.1047
H (0.45213, -1.09687, 7.67402)  0.0816
H (1.25949, 1.07074, 6.24132)  0.0826
H (2.23818, 0.09581, 3.91202)  0.0981
N (-1.42139, -3.29905, -5.88379)  0.0023
C (-2.10592, -3.79858, -4.81156)  -0.1458
C (-2.57925, -2.73985, -4.08658)  -0.1226
C (-2.16062, -1.55433, -4.75001)  -0.1223
C (-1.44660, -1.93216, -5.85443)  -0.1526
H (-0.94586, -3.85249, -6.56998)  0.1384
H (-2.17759, -4.85836, -4.64364)  0.1045
H (-3.13707, -2.80642, -3.16851)  0.0842
H (-2.33775, -0.54193, -4.43655)  0.0802
H (-0.94302, -1.34912, -6.60542)  0.0979
N (-1.34178, 6.66654, 0.26028)  -0.0007
C (-0.04729, 6.38863, -0.08239)  -0.1353
C (0.35684, 5.30403, 0.64667)  -0.1052
C (-0.74491, 4.89572, 1.44788)  -0.0982
C (-1.77209, 5.76666, 1.20144)  -0.1680
H (-1.88639, 7.42240, -0.10985)  0.1412
H (0.47845, 6.99161, -0.80157)  0.1052
H (1.33241, 4.84990, 0.61435)  0.0907
H (-0.77006, 4.07156, 2.14038)  0.0955
H (-2.76408, 5.82812, 1.61710)  0.1055
N (-4.23459, 4.22629, -0.82320)  0.0092
C (-5.57011, 4.46909, -0.99535)  -0.1536
C (-6.08345, 3.46007, -1.76326)  -0.1198
C (-5.01351, 2.57352, -2.06462)  -0.1079
C (-3.88563, 3.07435, -1.47125)  -0.1280
H (-3.60636, 4.80199, -0.29338)  0.1003
H (-6.04011, 5.33207, -0.55604)  0.0981
H (-7.11078, 3.36294, -2.07108)  0.0848
H (-5.07075, 1.67015, -2.64363)  0.0887
H (-2.87413, 2.70615, -1.44839)  0.1004

Entry 4:
The following is a quantum chemistry calculation of C26H46O2P2Pd as an isolated structure at a distorted geometry, from OMol25.

The HOMO-LUMO gap (alpha / beta) is 3.95 / 4.34 eV. The calculation puts the total energy at -1978.5216 Ha. The expectation value of S² is 6.015. Its spin multiplicity is 5. As for the total charge: +2. The energy above the lowest of the compared OMol25 structures with the same formula, charge and spin is 11.5 kcal per mole. The value obtained for the highest occupied orbital energy (alpha / beta) is -10.1 / -12.5 eV.

Each line ends with the Mulliken spin population.
Positions of all 77 atoms, in Å:
Pd (-0.18791, 1.95656, -1.90407)  0.8820
C (-1.38181, 0.61148, 3.21761)  0.2721
C (-2.42587, 0.05480, 2.42785)  0.4019
C (-1.47273, -1.64706, 3.66842)  0.3029
C (-0.82892, -0.42238, 4.01422)  0.3248
C (-2.48828, -1.33956, 2.71881)  0.3690
C (-0.96243, 2.02389, 3.29465)  0.0187
H (-1.43819, 2.62560, 2.52608)  -0.0116
H (0.11589, 2.10416, 3.14377)  0.0191
H (-1.19270, 2.47633, 4.26257)  0.0262
C (0.32786, -0.26564, 4.90179)  0.0252
H (1.06671, 0.45058, 4.49855)  0.0140
H (0.83374, -1.22212, 5.07757)  0.0010
H (0.01546, 0.11238, 5.88760)  0.0310
C (-1.22271, -2.95146, 4.27863)  0.0394
H (-1.43303, -2.97700, 5.35352)  0.0204
H (-0.17996, -3.23570, 4.14891)  0.0139
H (-1.80661, -3.72712, 3.79091)  -0.0024
C (-3.42342, -2.30100, 2.12311)  0.0116
H (-4.20088, -2.63045, 2.82873)  0.0234
H (-2.89253, -3.20131, 1.79189)  0.0104
H (-3.92381, -1.88619, 1.23758)  -0.0016
C (-3.26479, 0.76015, 1.43710)  0.0120
H (-4.25037, 1.02161, 1.84611)  0.0328
H (-3.43455, 0.13854, 0.54572)  -0.0022
H (-2.79275, 1.68682, 1.07631)  0.0030
C (1.99199, 2.17730, -2.89320)  -0.0490
C (0.99483, 3.28382, -2.72178)  0.3966
C (0.09218, 3.83087, -3.79226)  0.0519
C (-0.98814, 2.81560, -4.35429)  0.0592
C (-1.14012, 1.52288, -3.61989)  0.0864
C (-0.13931, 0.55404, -3.52946)  -0.0522
C (1.04907, 0.45836, -4.46548)  -0.0057
C (2.06129, 1.59583, -4.27671)  0.0408
H (0.61182, 4.33448, -4.61489)  0.0285
H (-0.82934, 2.62715, -5.42518)  -0.0041
H (-0.51148, 4.59938, -3.29705)  0.0303
H (1.89322, 2.36120, -5.04121)  -0.0037
H (2.97849, 2.56109, -2.61540)  -0.0008
H (1.31726, 3.95713, -1.91403)  -0.0326
H (3.06817, 1.22718, -4.48280)  -0.0009
H (1.55727, -0.51229, -4.30930)  0.0017
H (-0.51131, -0.41895, -3.20405)  -0.0215
H (0.68527, 0.46416, -5.51878)  -0.0049
H (-1.98101, 3.28812, -4.30737)  -0.0069
H (-2.16533, 1.18829, -3.34368)  0.0153
P (1.90274, 0.80210, -1.42997)  0.2335
P (0.30058, -2.33905, -0.46913)  0.0158
C (2.64909, -0.84493, -1.60080)  0.0826
C (1.66294, -2.07149, -1.67477)  -0.0198
H (3.31412, -0.99406, -0.71161)  0.0138
H (3.29236, -0.85634, -2.51197)  0.0011
H (1.18824, -2.07435, -2.66693)  -0.0019
H (2.28511, -2.97402, -1.64548)  -0.0018
C (-0.01890, -3.98480, 0.12268)  0.0065
H (-0.77164, -3.95515, 0.92857)  -0.0066
H (0.88036, -4.45613, 0.53237)  0.0010
H (-0.42152, -4.61959, -0.67481)  0.0006
C (-1.32063, -1.85746, -1.16553)  -0.0432
H (-1.50525, -2.41448, -2.10487)  -0.0004
H (-1.40097, -0.77441, -1.39831)  0.0537
H (-2.17032, -2.13551, -0.51268)  -0.0088
C (2.88649, 1.79011, -0.25099)  0.0211
H (2.14094, 2.29433, 0.38087)  0.0031
H (3.47135, 2.56869, -0.77060)  -0.0011
H (3.54512, 1.13442, 0.33860)  -0.0026
C (-0.73437, 2.61803, -0.06550)  0.2747
H (-0.82596, 1.73625, 0.59496)  -0.0235
H (-1.70670, 3.10629, -0.27824)  0.0213
H (0.03431, 3.31994, 0.29511)  -0.0081
C (2.46890, -2.20368, 2.80254)  0.0028
O (1.20404, -2.49307, 2.13829)  0.0115
C (0.94764, -1.60090, 1.15247)  0.0096
O (1.21849, -0.41282, 1.30578)  0.0025
H (3.25008, -2.01457, 2.06173)  -0.0004
H (2.69220, -3.10598, 3.36889)  -0.0002
H (2.35095, -1.31892, 3.44219)  -0.0019